Here is a cluster of 14 separate species, C101H211N9O14 in total in a non-equilibrium geometry from OMol25. Energies are from ωB97M-V/def2-TZVPD.

Positions of all 335 atoms, in Å:
O -8.864 -13.742 21.586
H -4.505 -20.667 18.108
H -2.156 -20.795 15.425
C -7.139 -30.209 22.391
H 3.372 -22.093 22.380
C -16.570 -21.222 18.354
C -3.700 -19.599 16.381
C -0.831 -27.265 25.895
H -14.021 -21.346 17.362
H -4.273 -26.214 18.508
C -10.811 -16.132 19.562
H -10.618 -12.793 19.730
H -8.840 -16.844 15.346
C -7.401 -16.056 21.306
H -5.902 -18.151 23.317
H -4.677 -18.402 19.793
H -9.561 -19.069 16.858
C -7.867 -27.748 26.824
C -9.048 -17.187 14.298
H -2.951 -21.283 17.470
H -12.462 -22.921 16.291
H -12.148 -20.360 25.486
H -1.079 -26.250 26.138
H -7.340 -31.155 21.956
C -8.235 -20.441 19.665
H -17.419 -19.700 20.713
H -3.995 -26.774 22.203
H -13.714 -17.987 14.619
H -0.219 -27.827 26.637
H 0.801 -23.809 17.550
H -10.955 -26.409 20.151
H -12.344 -18.113 16.698
H -8.860 -14.868 17.856
H -10.100 -26.250 22.939
C -12.237 -24.466 17.944
H -2.212 -19.128 14.805
N 1.645 -23.458 20.786
H -9.026 -17.434 19.184
C -11.299 -26.437 21.179
C -2.459 -28.857 17.788
H -1.072 -23.309 20.621
H -4.998 -16.247 23.409
H -6.750 -24.900 19.049
C -6.153 -17.946 17.590
H -5.064 -15.702 16.702
H -14.323 -21.986 18.985
H -8.697 -21.452 22.108
C -6.231 -29.339 21.510
H -1.814 -26.955 18.651
H -6.370 -26.043 24.470
H 2.993 -23.660 22.942
H -5.014 -15.630 18.486
H -3.141 -15.916 25.785
O 1.633 -24.852 21.215
H -6.140 -25.402 20.594
H -12.383 -19.676 21.036
C -7.011 -22.757 22.440
H -5.408 -25.989 26.012
H -10.746 -17.456 16.660
O -11.931 -26.009 16.228
N -6.556 -22.173 19.666
C 0.150 -23.040 22.933
C 1.473 -23.968 18.404
H -8.626 -24.287 24.994
C 0.521 -21.899 19.298
H -1.884 -19.617 23.890
H -2.786 -19.998 22.409
H -7.539 -23.143 25.933
H -4.663 -16.740 27.920
H -5.141 -19.752 14.738
H -6.493 -18.562 26.255
H -8.615 -21.620 14.104
H -5.248 -26.779 28.108
C -2.456 -27.312 17.861
C 0.019 -20.991 20.408
H -8.396 -20.519 18.589
C -8.325 -29.296 22.629
C -3.534 -20.357 17.697
H -8.300 -16.605 13.747
C -6.197 -17.620 25.878
H 0.077 -22.217 23.681
H 2.490 -23.611 18.237
H -3.728 -23.899 20.226
C -7.322 -25.288 26.285
C -6.937 -28.459 25.835
H -8.404 -13.579 18.957
C -9.510 -19.951 16.237
O -16.776 -19.125 20.334
C -14.514 -19.237 20.803
H -8.336 -26.897 24.243
H 1.223 -28.887 24.954
C -9.118 -22.623 19.820
H -8.970 -23.793 26.681
H -6.613 -29.411 26.211
H -10.250 -17.755 21.912
C -3.085 -26.235 22.362
H -9.856 -28.194 27.683
H -4.417 -27.155 16.915
C -2.880 -27.336 24.587
H -9.311 -18.703 23.962
H -9.931 -24.955 21.755
H -16.826 -21.728 19.295
H 0.375 -23.961 23.525
H 1.713 -26.036 23.837
H -1.549 -28.475 21.474
C -7.731 -21.625 21.716
H -3.061 -17.321 22.333
H -3.164 -28.713 22.088
C -11.487 -20.795 24.693
H -0.608 -25.000 20.271
H -2.016 -18.960 18.593
C -12.859 -17.624 13.979
H -15.072 -20.285 22.565
C -3.999 -27.107 17.973
N -3.850 -18.172 16.619
C -11.499 -17.843 14.613
H -12.993 -23.956 18.503
H -6.053 -21.928 17.870
N -15.588 -19.958 20.130
C -15.440 -19.033 17.712
C -11.770 -24.853 22.845
H -10.723 -15.853 14.205
H -3.214 -20.853 23.804
H -11.473 -13.765 18.656
O -4.468 -28.187 18.767
H -7.486 -19.680 19.850
H -4.739 -18.584 27.880
O -12.715 -26.037 21.117
H -11.156 -16.074 18.554
O -6.779 -22.435 18.282
C -9.418 -17.419 21.319
H -4.368 -29.798 17.395
H -2.140 -17.379 23.880
O -7.918 -27.978 22.400
H -13.582 -17.332 21.169
C -10.625 -25.639 22.216
H -13.892 -25.641 16.902
C -9.139 -28.591 26.986
C -4.575 -16.107 17.612
O -4.578 -19.924 25.737
H 1.041 -28.575 23.235
H -8.460 -20.172 25.550
C 0.738 -23.384 19.635
H -5.040 -22.151 21.946
H -10.638 -21.685 26.509
C -12.904 -20.405 19.103
H -8.934 -29.553 27.399
H -7.422 -16.357 20.284
H 0.655 -20.713 22.541
H -6.607 -17.881 16.592
H -5.163 -23.911 22.258
H -6.622 -16.884 26.524
H -7.418 -28.623 24.854
C -8.698 -18.665 14.074
O -10.968 -19.811 23.826
H -2.241 -29.167 16.786
H -9.024 -29.641 21.831
C -2.170 -28.500 22.394
H 2.553 -22.195 23.908
H 1.450 -21.465 19.052
H -7.648 -24.766 20.610
H -14.638 -18.314 17.948
H -6.585 -30.301 23.350
H -5.816 -24.522 24.992
H -6.787 -16.759 21.858
C -6.407 -28.009 22.156
C -4.663 -17.634 17.714
H -9.168 -22.831 18.742
H -1.483 -19.547 16.483
H -8.673 -18.768 12.999
H -3.259 -17.639 27.456
H -2.026 -26.938 16.967
H -8.853 -29.447 23.575
H -1.866 -29.399 22.958
H -5.966 -28.006 23.202
H -7.627 -23.613 22.472
H -9.240 -23.563 20.409
H -11.390 -24.724 18.515
H -6.717 -22.403 23.406
H -6.449 -18.950 17.905
H -15.665 -18.693 22.596
C -12.857 -25.703 17.302
C -0.043 -27.176 24.527
C -7.293 -27.569 28.265
H -15.146 -19.407 16.707
C -4.002 -16.230 23.868
H -4.416 -21.339 15.328
C -10.480 -16.896 13.918
H -9.656 -19.823 26.776
C -9.512 -20.021 25.694
C -3.153 -17.407 23.428
C -8.784 -16.090 21.838
C -4.330 -17.661 27.448
C -4.523 -23.502 19.561
C -10.011 -14.882 19.834
H -5.217 -29.658 21.550
C -13.244 -20.097 20.563
H -3.844 -20.333 26.189
H 1.563 -25.102 18.516
H 2.572 -25.144 21.256
H -6.140 -27.119 21.644
O -4.437 -17.671 15.420
C -2.279 -19.748 15.718
O -8.946 -26.617 25.030
H -0.278 -29.366 24.096
H -3.787 -27.885 24.386
H -13.816 -24.569 22.086
C -2.135 -27.987 25.721
C -6.125 -25.466 25.375
H -13.910 -19.072 22.897
C -2.901 -19.858 23.470
C -3.878 -29.313 18.227
C -9.528 -21.031 13.951
C -11.044 -13.786 19.684
H -10.312 -20.605 16.524
H -11.635 -16.158 20.270
C -15.418 -20.241 18.655
H -6.186 -24.278 27.792
H -2.830 -19.941 19.746
H -6.034 -27.881 25.658
C -11.787 -23.648 16.738
H -16.306 -21.944 17.610
C -4.015 -18.202 18.964
O -12.098 -20.092 14.976
C -0.615 -23.961 19.934
H -10.623 -16.986 12.812
C 1.132 -26.235 24.744
C -5.210 -18.959 23.114
H -10.998 -22.987 17.004
H -0.117 -21.890 18.421
C -6.832 -25.133 27.726
H -12.131 -21.412 24.060
H -6.683 -29.346 20.549
H -11.883 -13.961 20.361
C -4.635 -17.562 25.979
C -8.740 -14.684 18.956
H -3.284 -25.385 23.008
H -2.687 -26.032 21.390
H -12.657 -20.538 14.317
H -3.863 -16.904 15.297
C -11.680 -17.482 16.113
H -15.176 -17.144 20.379
H -8.203 -17.060 23.573
H 1.838 -26.661 25.448
C -6.255 -26.404 28.348
C -10.317 -21.389 25.493
H -9.694 -16.195 23.812
H -2.756 -27.871 26.649
H -7.708 -18.906 14.505
H -6.982 -15.080 21.532
H -5.657 -19.934 23.423
H -7.884 -15.176 19.345
C -2.192 -27.164 23.159
N -9.655 -14.918 21.378
H -12.915 -18.027 12.978
C -8.152 -24.057 25.950
H -12.036 -16.444 16.151
H -1.907 -29.018 25.531
H -4.204 -22.473 19.454
H -1.001 -21.105 20.763
H -7.119 -20.709 21.881
H -3.520 -15.769 17.535
H -12.833 -26.503 17.970
C -3.861 -18.736 23.844
H -11.993 -21.021 18.986
C -4.806 -20.324 15.598
H -3.750 -30.000 19.064
H -9.185 -20.122 20.091
C -2.986 -19.410 18.807
C 0.979 -21.180 21.614
H -4.581 -23.992 18.608
H -6.233 -26.178 29.394
H -7.734 -24.881 28.330
H -12.937 -16.559 14.046
H -3.308 -26.341 24.948
H -11.309 -27.482 21.452
H -8.495 -20.443 16.393
N -11.115 -19.310 14.325
H -3.310 -17.476 19.313
H -6.602 -17.146 18.180
H -9.603 -28.740 25.983
H -17.476 -20.734 17.999
H -8.529 -18.007 21.400
N -8.270 -26.460 26.257
C -7.903 -21.783 20.206
H -12.264 -25.345 23.684
C 0.480 -28.558 24.182
H -16.387 -18.503 17.658
C -8.714 -16.146 23.325
H -3.572 -15.248 23.546
H -10.261 -21.781 14.181
C 2.622 -22.634 22.885
C -4.112 -16.220 25.383
C -5.640 -23.030 21.772
H -7.987 -15.367 23.713
C -14.807 -19.253 22.325
H -13.579 -21.010 21.037
C 1.337 -22.612 22.027
O -0.021 -26.662 22.251
H -9.870 -22.088 24.862
H -4.805 -15.431 25.620
H -10.601 -18.213 25.047
C -9.935 -17.389 19.861
H 1.933 -20.671 21.369
C -6.686 -24.632 20.073
C -14.148 -21.018 18.423
H -6.580 -17.456 24.829
C -10.064 -19.077 24.617
H -9.488 -20.786 12.909
H -12.522 -23.999 20.985
H -11.479 -24.613 14.712
C -12.823 -24.766 21.738
C -9.657 -19.704 14.715
H -10.001 -22.043 20.099
C -11.283 -24.814 15.788
H -8.223 -27.410 28.876
H -10.409 -18.337 19.701
H 0.864 -25.243 25.147
H -9.263 -13.273 22.305
H -0.753 -23.225 22.350
H -5.733 -20.449 16.139
H -10.226 -25.034 15.825
H 0.079 -19.945 20.031
N -0.810 -26.559 23.442
H -1.295 -23.980 19.080
H -13.747 -17.629 19.429
H -6.789 -28.499 28.653
H 0.401 -25.786 22.116
H -4.992 -18.879 22.019
C -5.890 -23.366 20.292
N -3.945 -18.673 25.279
H -1.696 -29.297 18.434
C -14.278 -17.761 20.401
H -12.677 -19.437 18.697
H -11.440 -23.853 23.175

Values from the calculation:
Kohn-Sham gap	8.54	eV
DFT total energy	-150219.1598	eV